Record 1
{
  "formula": "C17H27BrNO3PW",
  "method": "wB97M-V/def2-TZVPD",
  "symbols": ["W", "C", "O", "C", "O", "C", "O", "C", "P", "H", "H", "C", "H", "C", "H", "H", "H", "C", "H", "C", "H", "H", "C", "H", "H", "H", "C", "H", "H", "H", "C", "H", "H", "H", "C", "H", "H", "H", "H", "H", "Br", "C", "C", "C", "C", "N", "C", "H", "H", "H", "H"],
  "xyz": [[0.051516, -0.174573, 1.027757], [-1.972854, -0.341260, 0.854097], [-3.144088, -0.340920, 0.824004], [-0.152602, 1.761044, 1.316686], [-0.209722, 2.914001, 1.569068], [2.014588, 0.103364, 1.496786], [3.135510, 0.338301, 1.722980], [-1.378472, 1.282524, -2.079236], [0.110509, 0.579744, -1.264263], [0.690249, -1.097368, -2.873452], [-2.198546, 0.611362, -1.777003], [1.569439, 1.376282, -2.060523], [1.293221, 1.402481, -3.129046], [-1.267168, 1.271620, -3.616180], [-1.004779, 0.284177, -4.019868], [-0.519392, 1.999510, -3.961201], [-2.237670, 1.565896, -4.049520], [-1.738177, 2.691658, -1.591042], [-0.935031, 3.409067, -1.797157], [1.047335, -1.933156, -0.872904], [-1.947290, 2.713937, -0.517930], [-2.637487, 3.035842, -2.126347], [-1.194007, -1.797179, -2.053834], [0.589583, -1.871419, 0.166298], [0.986606, -3.007460, -1.085958], [2.095644, -1.617379, -0.822029], [0.195598, -1.161026, -1.890023], [-1.075384, -2.888144, -2.046576], [-1.673963, -1.509712, -2.996142], [-1.874143, -1.542492, -1.223896], [2.856134, 0.552752, -1.917040], [3.139547, 0.453018, -0.860165], [3.671979, 1.076050, -2.437628], [2.763308, -0.444782, -2.361048], [1.799271, 2.815905, -1.574405], [1.972806, 2.848557, -0.490380], [0.961939, 3.484591, -1.801939], [2.695336, 3.222064, -2.069337], [-0.453925, -3.276215, 0.697613], [-0.064595, -3.137952, 1.333403], [-1.498431, -4.391341, 4.693229], [-0.967657, -2.561208, 4.559634], [-0.584510, -1.816786, 5.676272], [-0.106815, -0.519778, 5.467178], [0.083955, -0.052114, 4.158118], [-0.303935, -0.806301, 3.096091], [-1.018193, -1.954562, 3.301408], [-0.682918, -2.241879, 6.674676], [0.143732, 0.142235, 6.299135], [0.528943, 0.933396, 3.968864], [-1.555006, -2.384397, 2.462781]],
  "forces_ev_per_angstrom": [[0.78, -2.93, 0.21], [-7.55, -0.06, -0.69], [5.63, -0.02, 0.24], [-0.49, 8.01, 1.61], [0.27, -6.06, -1.35], [7.37, 1.41, 1.23], [-5.29, -1.13, -0.87], [-1.01, 0.45, -0.02], [-0.49, 1.48, -3.05], [0.11, 0.04, 0.36], [0.21, 0.05, -0.11], [1.08, 0.65, 0.20], [-0.23, -0.18, 0.34], [0.39, -0.19, -0.14], [-0.08, 0.30, -0.01], [-0.30, -0.15, 0.04], [0.32, -0.13, 0.27], [0.16, 0.20, 0.08], [-0.38, -0.13, 0.00], [0.30, 0.22, -0.58], [-0.14, 0.09, -0.07], [0.30, -0.15, 0.25], [0.07, -0.13, 0.11], [0.29, -0.46, -0.47], [0.13, 0.04, 0.39], [-0.28, -0.16, 0.04], [-0.49, -0.46, 0.49], [-0.09, 0.15, -0.17], [0.07, -0.07, 0.32], [0.13, -0.18, -0.36], [-0.12, -0.15, 0.05], [0.16, 0.07, -0.32], [-0.26, -0.17, 0.17], [0.21, 0.26, -0.02], [-0.18, 0.18, 0.05], [0.12, 0.03, -0.15], [0.34, -0.15, 0.01], [-0.30, -0.14, 0.17], [0.08, -0.24, 0.68], [-0.32, -0.52, -0.41], [0.31, 1.60, 0.04], [-1.01, -1.50, -0.12], [0.43, 0.62, 0.53], [0.01, 0.15, -0.06], [0.03, -0.64, 1.09], [-1.55, 0.39, -0.07], [1.05, 0.46, -0.12], [0.14, 0.14, -0.04], [-0.02, -0.30, -0.12], [-0.09, -0.49, 0.09], [0.16, -0.09, 0.21]],
  "gap_ev": [5.620, 4.686],
  "s2": 2.0318,
  "multiplicity": 3,
  "total_charge": 4,
  "homo_ev": [-22.60, -22.67]
}

Record 2
{
  "formula": "C3H9NO2S",
  "method": "wB97M-V/def2-TZVPD",
  "symbols": ["O", "C", "N", "C", "C", "S", "H", "H", "H", "H", "H", "H", "H", "H", "H", "O"],
  "xyz": [[-2.508820, 0.587024, -2.544358], [-1.422645, 0.112049, -2.327684], [-0.611594, 0.437423, -1.307543], [0.590877, -0.203659, -0.871646], [0.393712, -0.935243, 0.460644], [1.815565, -0.875429, 1.573224], [-0.995586, -0.651101, -3.011876], [-1.053489, 0.999305, -0.585147], [0.988619, -0.868657, -1.644680], [1.365989, 0.551441, -0.829722], [-0.374729, -0.345780, 0.949593], [-0.035256, -1.919906, 0.311950], [2.469245, -1.879000, 0.972117], [0.127422, 0.878285, 2.601174], [-0.622056, 2.169479, 2.813684], [-0.404379, 1.531515, 2.124521]],
  "forces_ev_per_angstrom": [[-0.43, 0.31, 0.12], [0.28, -0.76, -0.79], [-0.66, 0.38, 0.83], [0.95, -0.46, -0.69], [-0.42, 0.94, -0.32], [-0.02, -0.50, -0.35], [0.14, 0.08, 0.16], [0.04, 0.19, -0.27], [-0.42, -0.17, -0.07], [0.22, 0.23, 0.61], [-0.08, -0.17, 0.35], [0.25, -0.26, 0.11], [0.18, 0.04, 0.19], [-0.06, 0.12, -0.11], [-0.09, 0.10, -0.17], [0.12, -0.06, 0.39]],
  "gap_ev": 10.013,
  "smiles": "O=CNCCS.O",
  "multiplicity": 1,
  "de_lowest_kcal_mol": 27.7,
  "homo_ev": -9.54
}

Record 3
{
  "formula": "C32H32F4GaN7",
  "method": "wB97M-V/def2-TZVPD",
  "symbols": ["Ga", "C", "C", "N", "C", "C", "C", "C", "N", "C", "C", "F", "C", "F", "C", "C", "F", "C", "F", "H", "H", "H", "H", "H", "H", "H", "H", "H", "H", "H", "H", "H", "H", "H", "N", "C", "C", "C", "C", "C", "C", "C", "C", "N", "C", "H", "H", "H", "H", "H", "H", "H", "H", "C", "C", "N", "C", "C", "C", "C", "C", "C", "C", "C", "N", "C", "N", "H", "H", "H", "H", "H", "H", "H", "H", "H"],
  "xyz": [[-0.345903, -0.051822, 0.452073], [-3.201975, -2.878268, 0.153167], [-2.387187, -2.743439, 1.433266], [-0.972088, -2.332062, 1.279492], [-0.369014, -2.415759, 2.629122], [1.097990, -2.001977, 2.716802], [-0.282169, -3.200645, 0.313324], [-0.066043, -2.448062, -1.010885], [0.706917, -1.242771, -0.799349], [2.077620, -1.294972, -0.814157], [2.782289, -0.221048, -0.253858], [1.996592, 0.724875, 0.394137], [4.154232, -0.060707, -0.268245], [4.678317, 1.010404, 0.325533], [4.949153, -1.005750, -0.888902], [4.303095, -2.095606, -1.451398], [5.010213, -3.036549, -2.060310], [2.919848, -2.257160, -1.409518], [2.417719, -3.357879, -1.992886], [-4.245297, -2.996303, 0.435567], [-2.919342, -3.756165, -0.421409], [-3.117695, -2.001720, -0.486276], [-2.402977, -3.715257, 1.942031], [-2.869052, -2.024757, 2.101774], [-0.468105, -3.442209, 3.005799], [-0.964797, -1.765687, 3.278192], [1.773597, -2.836233, 2.555444], [1.306174, -1.613398, 3.713007], [1.332278, -1.220817, 1.988732], [-0.861481, -4.106271, 0.126919], [0.687406, -3.508070, 0.706264], [-1.037821, -2.142244, -1.410957], [0.410328, -3.111914, -1.727994], [6.020356, -0.909626, -0.938845], [0.244251, 1.329772, 2.155158], [-0.792378, 1.394591, 3.139015], [-0.607444, 1.858692, 4.416902], [-1.690669, 1.920863, 5.304079], [-2.941673, 1.516380, 4.919828], [-3.160742, 1.021076, 3.617836], [-4.417806, 0.597793, 3.143534], [-4.545512, 0.239218, 1.822709], [-3.416906, 0.232248, 1.001669], [-2.204866, 0.532731, 1.436221], [-2.063470, 0.957765, 2.715736], [0.285968, 2.216984, 1.643964], [1.163060, 1.215093, 2.591389], [0.364412, 2.204174, 4.738408], [-1.523592, 2.303037, 6.296924], [-3.772291, 1.597438, 5.604030], [-5.258737, 0.575896, 3.816326], [-5.499622, -0.046030, 1.412664], [-3.494789, -0.037176, -0.043186], [-1.481345, 3.784298, -1.434265], [-1.535397, 2.539328, -0.833403], [-0.537747, 1.654083, -0.937275], [0.527422, 1.975597, -1.671245], [0.706555, 3.236348, -2.243780], [-0.331724, 4.160633, -2.102175], [1.977708, 3.634393, -2.839447], [2.734869, 2.889895, -3.644610], [2.353968, 1.613402, -4.252013], [1.120773, 1.416937, -4.879872], [0.946966, 0.200925, -5.527598], [1.883632, -0.730549, -5.534029], [3.009910, -0.459995, -4.903063], [3.282367, 0.657612, -4.260284], [-2.315170, 4.459915, -1.348266], [-2.397746, 2.248522, -0.252026], [1.282848, 1.212579, -1.796863], [-0.232693, 5.148069, -2.525574], [2.317128, 4.618615, -2.540312], [3.720074, 3.230331, -3.926474], [0.362257, 2.183779, -4.906083], [0.039516, -0.032142, -6.068881], [3.785459, -1.213249, -4.921320]],
  "forces_ev_per_angstrom": [[0.36, 0.01, -0.42], [0.22, 0.07, 0.20], [-0.33, 0.02, -0.08], [0.16, 0.55, -0.03], [0.20, 0.11, 0.35], [-0.25, 0.03, -0.01], [0.18, -0.05, -0.54], [-0.24, -0.29, 0.26], [-1.31, 1.00, 0.88], [1.09, 0.32, 0.01], [-0.07, -0.01, 0.10], [0.43, -0.14, -0.08], [-0.19, -0.19, -0.11], [-0.01, 0.00, -0.02], [-0.34, -0.08, -0.01], [-0.22, 0.27, 0.23], [0.00, -0.01, -0.02], [-0.08, 0.15, 0.05], [0.03, 0.03, -0.02], [-0.10, -0.02, -0.05], [0.01, 0.01, -0.10], [-0.02, -0.03, -0.12], [0.02, 0.09, 0.06], [0.11, -0.09, 0.03], [-0.11, 0.12, -0.01], [-0.04, -0.12, -0.03], [0.10, 0.00, -0.16], [0.02, 0.00, 0.01], [0.19, -0.01, 0.01], [0.05, -0.03, 0.10], [-0.01, 0.06, 0.00], [0.02, -0.16, -0.08], [-0.17, 0.11, 0.00], [0.12, 0.04, 0.01], [0.25, -0.27, -0.78], [-0.25, -0.03, 0.57], [0.05, -0.14, -0.56], [-0.37, -0.11, 0.10], [0.28, 0.10, 0.15], [0.35, -0.07, -0.31], [0.24, 0.00, -0.40], [-0.11, 0.11, 0.23], [0.06, -0.04, -0.12], [0.34, -0.47, -0.68], [-0.10, 0.25, 0.61], [0.10, -0.14, 0.04], [-0.22, -0.16, -0.26], [0.12, 0.02, 0.01], [-0.03, 0.05, 0.15], [-0.10, -0.05, 0.06], [-0.20, 0.04, 0.07], [-0.11, -0.03, -0.08], [-0.09, -0.05, 0.02], [-0.04, -0.17, 0.15], [-0.37, 0.42, -0.05], [-0.12, -0.82, 0.80], [0.43, 0.11, -0.30], [-0.62, -0.03, 0.28], [0.19, -0.43, 0.00], [0.48, -0.11, -0.32], [-0.08, 0.36, 0.27], [-0.58, -0.56, -0.40], [0.32, -0.09, 0.05], [-0.09, 0.28, 0.18], [-0.17, -0.61, -0.37], [-0.03, -0.05, 0.10], [0.54, 0.49, 0.33], [-0.14, 0.06, 0.06], [0.06, 0.04, -0.01], [0.04, 0.03, 0.08], [0.00, 0.13, -0.03], [0.13, 0.01, -0.02], [0.10, 0.17, -0.02], [-0.03, 0.08, -0.04], [-0.11, 0.06, -0.02], [0.05, -0.12, 0.01]],
  "gap_ev": 6.649,
  "multiplicity": 1,
  "total_charge": 2,
  "de_lowest_kcal_mol": 26.4,
  "homo_ev": -13.33
}